{
  "formula": "C36H32BCrF3O5S",
  "method": "wB97M-V/def2-TZVPD",
  "energy_ev": -96142.564,
  "homo_ev": [-16.198, -17.098],
  "largest_force_ev_per_a": 5.90,
  "s_squared": 3.7720,
  "total_charge": 3,
  "homo_lumo_gap_ev": [5.302, 4.645],
  "e_above_lowest_kcal_mol": 96.6,
  "multiplicity": 4,
  "elements": ["C", "C", "C", "C", "C", "B", "C", "C", "C", "C", "C", "F", "F", "F", "C", "C", "O", "C", "C", "C", "C", "C", "C", "O", "S", "H", "H", "H", "H", "H", "H", "H", "H", "H", "H", "H", "H", "H", "H", "H", "H", "H", "H", "H", "H", "H", "O", "C", "Cr", "C", "O", "C", "O", "C", "C", "C", "C", "C", "C", "C", "C", "C", "C", "C", "C", "C", "C", "C", "H", "H", "H", "H", "H", "H", "H", "H", "H", "H", "H"],
  "positions_angstrom": [[5.675683, -1.014492, 1.336592], [4.444928, -1.283097, 0.571597], [3.480802, -2.246232, 0.918512], [2.445610, -2.316182, 0.009343], [2.363680, -1.145086, -0.909461], [-0.566857, 1.785324, 1.888993], [1.827168, -1.428718, -2.321520], [1.283432, -2.668748, -2.666197], [0.440617, -2.775918, -3.784512], [0.218110, -1.634921, -4.556385], [-0.853377, -1.626280, -5.622334], [-1.814377, -0.687658, -5.317240], [-0.358873, -1.302103, -6.856945], [-1.502151, -2.825450, -5.735282], [0.941269, -0.453028, -4.347422], [1.798771, -0.391284, -3.251316], [-1.117857, 0.804827, 2.637499], [-0.695070, 1.183317, 3.978405], [-1.849372, 2.056075, 4.495775], [-0.580147, -0.032596, 4.859599], [0.648714, 1.973910, 3.730401], [0.840359, 3.228518, 4.552113], [1.903911, 1.122758, 3.874713], [0.515569, 2.420977, 2.354495], [4.145165, -0.577519, -0.947200], [5.624099, -1.534810, 2.294221], [6.575963, -1.337985, 0.803619], [5.768633, 0.054688, 1.542675], [3.612092, -2.877485, 1.803370], [1.627593, -3.032706, 0.075896], [1.440415, -3.543638, -2.030662], [-0.057118, -3.724315, -4.026373], [0.796161, 0.406392, -5.008068], [2.381993, 0.514883, -3.094783], [-1.678094, 2.425753, 5.517151], [-2.060981, 2.919946, 3.841847], [-2.753782, 1.426534, 4.501149], [-0.264078, 0.291189, 5.863200], [-1.553247, -0.527994, 4.960257], [0.148581, -0.767121, 4.502106], [0.884172, 3.004651, 5.630224], [1.797840, 3.689039, 4.268484], [0.033819, 3.953732, 4.371715], [2.036645, 0.850380, 4.930950], [1.901606, 0.198078, 3.285197], [2.790298, 1.700267, 3.582892], [-3.679857, 1.609671, 0.638784], [-3.739960, 0.634616, 0.010309], [-3.811919, -0.785568, -1.227770], [-2.874723, 0.424514, -2.317350], [-2.354282, 1.273938, -2.930661], [-5.357856, 0.049223, -1.966070], [-6.205788, 0.708849, -2.423076], [-4.751806, -2.747653, -1.403083], [-4.489312, -2.504411, -0.048908], [-3.223405, -2.082811, 0.361294], [-2.181328, -1.945446, -0.575564], [-0.921848, -1.295552, -0.215940], [0.167144, -0.768712, -0.157089], [1.500271, -0.160644, -0.214564], [1.362619, 1.296162, -0.753666], [2.477863, 2.133872, -0.916218], [2.337824, 3.310479, -1.665083], [1.065855, 3.676724, -2.112309], [-0.057519, 3.004783, -1.620864], [0.113067, 1.920449, -0.763478], [-2.448187, -2.236865, -1.936617], [-3.716133, -2.647867, -2.344287], [-5.753120, -3.038818, -1.722720], [-5.285912, -2.588350, 0.692490], [-3.003233, -1.817468, 1.398026], [1.866538, -0.013990, 0.824483], [3.405376, 1.919605, -0.380717], [3.219577, 3.906189, -1.901492], [0.949575, 4.507741, -2.803285], [-1.053474, 3.347751, -1.866239], [-0.710791, 1.557798, -0.096724], [-1.642906, -2.075243, -2.660767], [-3.890663, -2.828837, -3.408134]],
  "forces_ev_per_angstrom": [[0.385, 0.309, 0.264], [-0.225, -1.415, 1.792], [2.210, 1.054, 0.220], [-1.366, -0.952, -0.592], [0.951, -0.956, -1.917], [2.589, -1.497, 3.245], [0.604, -0.333, -0.102], [-0.508, -0.041, 0.133], [0.365, 0.160, 0.142], [-0.120, 0.003, -0.113], [-0.495, -0.088, -1.555], [0.725, -0.735, -0.110], [-0.592, -0.372, 1.597], [0.662, 1.147, 0.262], [0.013, -0.417, 0.161], [-0.531, 0.559, -0.222], [-0.560, 0.664, -3.666], [-0.328, 1.260, 1.961], [-0.188, 0.041, 0.013], [0.195, -0.498, 0.055], [0.382, -0.407, 1.781], [-0.203, 0.449, 0.289], [0.327, -0.153, -0.289], [-1.685, 0.308, -3.232], [-0.819, -0.427, -0.781], [0.113, 0.011, -0.102], [-0.061, 0.045, 0.055], [0.166, -0.022, 0.004], [-0.137, 0.188, -0.375], [0.357, 0.154, -0.183], [-0.126, 0.280, -0.222], [0.307, 0.481, 0.096], [0.187, -0.351, 0.185], [-0.234, -0.108, 0.033], [0.016, -0.160, -0.368], [0.202, -0.218, 0.211], [0.297, 0.288, 0.070], [-0.127, -0.068, -0.297], [0.219, 0.169, -0.018], [-0.134, 0.159, 0.003], [-0.060, 0.007, -0.393], [-0.343, -0.091, 0.108], [0.292, -0.214, 0.128], [-0.104, 0.064, -0.308], [-0.196, 0.087, 0.054], [-0.276, -0.025, 0.041], [-0.060, -2.673, -1.371], [0.377, 3.035, 1.459], [-1.492, 1.495, -0.004], [2.184, 3.707, -2.288], [-1.830, -3.251, 2.094], [-4.227, 3.356, -2.386], [3.381, -2.923, 1.909], [-0.430, -0.390, -0.153], [-0.236, -0.551, 0.879], [0.373, -0.530, 0.940], [1.067, 0.690, 0.297], [0.562, -0.268, -0.401], [-1.196, -0.582, 0.199], [-1.482, 2.846, 1.938], [0.531, -0.170, 2.053], [-0.322, 0.005, -0.659], [-0.072, -0.261, 0.340], [-0.012, -0.300, -0.317], [0.097, 0.879, 0.602], [0.213, -0.096, -0.710], [1.024, -0.635, -0.448], [0.406, -0.657, -0.795], [0.258, 0.185, 0.086], [0.187, 0.080, -0.277], [-0.303, -0.172, -0.294], [-0.003, -0.377, -0.305], [0.036, -0.239, -0.650], [-0.318, -0.018, 0.148], [-0.046, -0.128, 0.177], [0.033, 0.257, 0.185], [-0.365, -0.568, -0.924], [-0.435, -0.142, 0.237], [-0.046, 0.058, 0.383]]
}